This record from OMol25 describes C43H53CdN4O4Si as an isolated structure. The level of theory is ωB97M-V/def2-TZVPD.

XYZ file:
```
106
Properties=species:S:1:pos:R:3:forces:R:3
Cd -1.16048 0.57800 -0.05749 -0.482 0.088 -0.324
C -1.82842 2.84971 3.16986 0.061 -0.024 -0.133
C -2.51416 3.26804 1.89826 -0.085 -0.075 -0.273
C -3.45632 4.28677 1.90844 0.003 0.021 -0.009
C -4.06346 4.63833 0.70101 0.000 -0.084 -0.021
C -3.70423 4.00951 -0.46449 0.072 0.077 -0.016
C -2.68470 3.00972 -0.44230 -0.043 -0.159 -0.067
N -2.16823 2.63168 0.76524 -0.169 0.278 0.231
N -2.20353 2.35656 -1.50853 0.114 -0.008 0.639
Si -2.45072 2.83352 -3.12088 -0.011 0.047 -0.327
C -1.37347 1.76441 -4.22393 0.021 -0.076 -0.044
C -4.21517 2.64127 -3.78028 -0.150 -0.029 0.078
C -1.99123 4.64060 -3.42700 0.085 0.088 0.093
H -0.97674 3.51161 3.35989 -0.032 -0.076 -0.003
H -1.42110 1.84559 3.06407 0.061 -0.026 0.013
H -2.50176 2.91883 4.02696 -0.003 0.006 -0.045
H -3.71687 4.78088 2.83541 0.013 -0.022 -0.005
H -4.83329 5.40400 0.68612 0.028 -0.014 -0.016
H -4.18402 4.26046 -1.40381 0.056 0.018 0.118
H -1.90421 0.87579 -4.58897 0.082 0.087 0.023
H -0.49197 1.42308 -3.67690 0.050 -0.027 -0.050
H -1.03268 2.32514 -5.10202 -0.037 -0.096 0.066
H -4.55302 1.59951 -3.71138 0.046 0.134 -0.017
H -4.25699 2.93679 -4.83594 0.006 -0.028 0.093
H -4.93344 3.26038 -3.22944 0.061 -0.095 -0.107
H -1.00348 4.85477 -3.00013 -0.119 -0.012 -0.075
H -2.70801 5.32285 -2.95656 0.104 -0.053 -0.059
H -1.95680 4.86988 -4.49870 -0.027 -0.043 0.101
C 5.28215 -1.11914 0.04089 0.011 -0.051 -0.067
C 4.20304 -0.06053 0.08262 -0.096 0.177 0.051
C 4.79860 1.34410 0.04102 -0.023 0.048 0.005
O 3.44012 -0.25276 1.24200 -0.032 -0.107 0.114
C 2.13527 0.24432 0.95645 -0.015 -0.063 -0.042
C 1.93457 -0.18110 -0.53096 -0.207 0.050 0.120
O 3.28876 -0.19480 -1.00018 0.185 -0.257 -0.030
C 1.11965 -1.41834 -1.01432 0.030 -0.183 0.074
O -0.14579 -1.36787 -0.46646 0.300 0.199 -0.391
C 1.03845 -1.36007 -2.57274 -0.106 -0.105 0.107
C 0.18495 -2.28466 -3.18507 0.005 0.070 0.054
C 0.04578 -2.33875 -4.56090 0.024 0.045 0.012
C 0.77490 -1.46903 -5.37105 -0.068 -0.073 0.021
C 1.63111 -0.55874 -4.78026 -0.038 0.076 0.034
C 1.76036 -0.50099 -3.39230 0.030 0.096 -0.055
C 1.79402 -2.78325 -0.72004 0.035 0.077 -0.069
C 2.92435 -3.21961 -1.41829 0.000 0.058 0.084
C 3.44364 -4.49012 -1.21437 0.008 0.041 0.028
C 2.83677 -5.35874 -0.31420 -0.037 0.053 0.029
C 1.70156 -4.94290 0.36669 0.039 0.041 -0.045
C 1.18457 -3.66827 0.15833 -0.070 -0.013 0.020
C 1.15790 0.02107 2.13271 -0.120 -0.060 0.204
O -0.07861 0.53451 1.82656 0.276 0.120 0.080
C 1.67270 0.84850 3.36137 -0.018 -0.078 -0.056
C 2.82265 1.63094 3.40054 -0.042 0.024 -0.021
C 3.13709 2.39263 4.52632 -0.052 -0.067 -0.001
C 2.31434 2.37710 5.63948 -0.019 -0.014 -0.048
C 1.16343 1.59242 5.61530 0.052 0.035 -0.035
C 0.85362 0.84476 4.49338 -0.004 -0.033 -0.016
C 1.07939 -1.43896 2.63921 0.002 0.062 -0.025
C -0.17555 -2.01376 2.79543 0.041 -0.017 0.036
C -0.32680 -3.27162 3.36539 0.049 0.002 -0.022
C 0.78975 -3.98219 3.78768 -0.041 0.077 -0.033
C 2.04912 -3.41399 3.64210 -0.018 -0.011 -0.022
C 2.19336 -2.15193 3.08294 -0.006 0.007 -0.013
H 5.99260 -0.93608 0.85118 -0.022 -0.025 -0.082
H 5.80730 -1.07858 -0.91643 -0.012 -0.008 0.075
H 4.83865 -2.10397 0.17023 -0.032 -0.018 -0.029
H 5.46953 1.48730 0.89079 0.000 0.024 -0.051
H 4.00524 2.09423 0.07669 0.097 -0.032 -0.012
H 5.35736 1.47462 -0.88732 -0.012 0.030 0.034
H 2.18274 1.34007 0.90172 0.005 0.045 -0.024
H 1.43319 0.66137 -1.02554 -0.043 0.048 -0.015
H -0.36225 -2.97376 -2.54961 0.015 0.026 -0.027
H -0.62614 -3.06438 -5.00622 0.023 0.017 0.000
H 0.67255 -1.50719 -6.44956 -0.004 -0.002 0.028
H 2.20026 0.12873 -5.39740 -0.011 -0.035 0.033
H 2.45531 0.21057 -2.96263 -0.086 -0.062 -0.073
H 3.39142 -2.56276 -2.14212 -0.011 0.010 0.020
H 4.32088 -4.80826 -1.76794 -0.025 0.019 0.010
H 3.24099 -6.35168 -0.15517 -0.008 -0.001 -0.005
H 1.21109 -5.61093 1.06505 -0.004 0.017 0.005
H 0.28455 -3.34029 0.66138 0.083 -0.029 -0.027
H 3.49795 1.65715 2.55591 -0.034 -0.018 0.054
H 4.03837 2.99498 4.52627 -0.005 0.002 -0.008
H 2.56086 2.96810 6.51457 -0.012 -0.026 -0.026
H 0.50585 1.57023 6.47602 -0.014 -0.011 0.009
H -0.04822 0.24260 4.47578 0.042 0.030 -0.002
H -1.02492 -1.43496 2.46036 0.066 0.000 0.043
H -1.31783 -3.69919 3.47759 0.020 0.005 0.002
H 0.67838 -4.96439 4.23066 0.008 -0.017 0.005
H 2.92791 -3.95804 3.96997 -0.011 0.012 -0.010
H 3.17928 -1.71447 2.99455 -0.057 -0.015 0.014
N -3.14073 -0.41506 1.10717 0.149 0.032 0.000
C -4.48242 -0.66072 0.57425 0.148 0.039 -0.174
C -4.46461 -1.62581 -0.60910 0.150 0.073 0.026
C -3.94536 -1.04032 -1.91842 0.062 0.100 0.166
N -2.53245 -0.70015 -1.83331 -0.012 -0.153 -0.024
H -2.69738 -1.27368 1.41180 -0.091 -0.086 0.041
H -3.15500 0.22461 1.89234 -0.025 -0.005 0.071
H -4.89636 0.29841 0.25196 0.022 0.030 0.005
H -5.15194 -1.06336 1.33865 -0.089 -0.024 0.111
H -5.48542 -1.97572 -0.77722 -0.031 -0.051 0.014
H -3.86408 -2.50652 -0.34308 -0.060 0.016 -0.019
H -4.50556 -0.12563 -2.13882 0.025 -0.004 0.001
H -4.16275 -1.75128 -2.72501 -0.022 -0.054 -0.069
H -2.19388 -0.29578 -2.69774 0.021 -0.022 -0.007
H -1.93567 -1.49592 -1.61406 0.013 -0.005 -0.026
```
Forces are in eV/Å.

Computed properties:
LUMO: 0.098 Ha
Spin multiplicity: 1
Charge: -1
Maximum force: 0.65 eV Å⁻¹
Orbital gap: 7.35 eV

---

This record from OMol25 describes C43H53ClN7O4SSn as an isolated structure in a non-equilibrium geometry. The level of theory is ωB97M-V/def2-TZVPD.

XYZ file:
```
110
Properties=species:S:1:pos:R:3:forces:R:3
Sn -0.68221 -2.24020 0.47113 -1.187 1.744 -1.027
C -0.11086 3.93713 -1.78674 -2.166 1.384 0.192
C 1.23982 3.71688 -1.59017 1.436 -0.587 0.612
C 1.69201 2.88138 -2.64506 -1.178 0.528 -0.082
C 0.58264 2.72302 -3.52815 1.018 -0.472 -0.307
C -0.52628 3.34828 -2.99848 0.050 -0.054 0.677
C -1.88942 3.47031 -3.60121 -0.169 0.462 1.235
C -1.98999 2.60811 -4.82234 -0.899 -0.720 -0.641
C -2.97284 3.02307 -2.59489 0.462 -0.480 -0.927
C -2.06426 4.96044 -3.87322 -0.018 0.122 -0.349
C 2.97405 2.18114 -2.90848 0.164 -1.481 0.380
C 3.99488 3.04972 -3.62036 0.411 0.295 -0.669
C 2.69897 1.02809 -3.90930 -0.211 -0.122 -0.204
C 3.56054 1.45835 -1.64731 0.900 0.118 -1.009
C 2.02411 4.29842 -0.40050 -0.385 -0.911 -0.066
C 2.19415 3.25281 0.75682 0.821 1.918 -0.896
C 1.20399 5.45042 0.09969 -1.426 2.065 -0.974
C 3.37281 4.87722 -0.89394 0.077 0.106 0.686
H -0.77715 4.63614 -1.19435 0.882 -1.092 -0.767
H 0.70410 2.25340 -4.50505 -0.644 0.063 0.420
H -1.89078 1.53681 -4.56953 0.304 0.446 0.035
H -1.24804 2.86933 -5.56585 0.221 0.016 -0.201
H -2.98527 2.66467 -5.29117 0.106 0.301 0.012
H -2.85847 1.96707 -2.42585 0.443 -0.509 0.638
H -3.96895 3.05429 -2.99376 -0.748 0.614 -0.507
H -2.93175 3.58757 -1.69046 0.098 0.231 0.743
H -1.36475 5.26411 -4.64303 0.292 0.199 -0.132
H -1.89805 5.58123 -2.98958 0.168 -0.293 0.004
H -3.04628 5.19630 -4.22262 -1.034 0.150 -0.440
H 3.50345 3.72572 -4.35262 0.148 -0.570 0.359
H 4.66328 2.36892 -4.15374 0.371 0.297 -0.155
H 4.58993 3.68907 -2.98260 0.143 0.055 0.215
H 2.30016 1.51579 -4.81198 0.317 -0.587 0.045
H 1.88833 0.35217 -3.51161 1.048 0.423 -0.451
H 3.66639 0.51330 -4.18223 -1.065 0.195 0.400
H 4.16733 2.13792 -1.05323 -0.169 -0.073 0.313
H 4.24362 0.65884 -1.96796 0.171 0.168 -0.177
H 2.83032 0.92979 -1.04995 -0.504 0.339 0.148
H 1.28215 2.80836 1.05560 -1.100 -0.224 0.321
H 2.69698 3.76715 1.55418 -0.075 0.400 0.996
H 2.87755 2.49275 0.51841 0.673 -1.149 -0.646
H 0.12974 5.24494 0.33654 1.051 -0.162 -0.093
H 1.18079 6.22150 -0.73529 -0.252 -0.842 0.735
H 1.59016 6.03375 0.91425 0.683 -0.120 0.871
H 4.00401 4.06322 -1.22113 0.010 0.074 -0.395
H 3.99900 5.37499 -0.10996 -0.779 -0.078 -0.230
H 3.15897 5.59652 -1.71104 0.337 -0.510 0.363
O 4.28288 -2.66753 3.99368 -1.349 0.199 -0.338
C 3.85938 -3.87300 3.55797 1.907 -0.972 2.508
O 4.21749 -4.91081 4.12095 -0.658 1.810 -1.397
C 3.04281 -3.85214 2.36185 -1.347 0.588 -1.135
C 3.20092 -4.62556 1.20973 -0.641 0.395 0.705
Cl 4.23985 -5.95772 0.96874 -0.161 0.412 0.153
N 2.28677 -4.22828 0.30611 -2.029 1.326 0.612
N 1.40634 -3.22249 0.87744 3.492 -2.414 0.054
C 1.93831 -2.98412 2.09714 1.109 -1.108 -1.856
C 1.44293 -1.77473 2.76903 -2.875 3.459 3.208
O 1.97206 -1.23184 3.79011 0.493 -1.997 -2.449
O 0.29367 -1.27317 2.34600 2.072 -1.843 -0.231
C 2.17197 -4.60002 -1.06622 -0.934 -0.572 -1.716
C 3.30990 -4.85441 -1.82541 0.300 0.946 1.159
C 3.23440 -5.25722 -3.14701 0.513 -0.961 0.429
C 2.02780 -5.45705 -3.75001 -2.161 0.737 0.634
C 0.81129 -5.10826 -3.06194 1.432 -0.348 -0.811
C 0.91797 -4.73219 -1.72688 -0.353 -0.006 0.356
H 3.57808 -1.93611 3.79933 0.735 -1.015 0.374
H 4.27297 -4.66453 -1.35474 -0.109 -0.204 -0.293
H 4.14371 -5.61030 -3.61996 0.005 0.405 -0.173
H 1.97527 -5.85633 -4.73902 -0.024 -0.080 -0.528
H -0.16748 -5.14547 -3.61013 1.037 -0.021 0.945
H -0.04554 -4.58475 -1.24162 0.311 0.206 0.295
C -1.96869 -2.47768 3.95055 0.755 0.281 -0.182
C -1.89099 -3.70882 3.12838 -1.139 -1.516 -0.165
C -1.87318 -4.93955 3.84288 -0.017 0.463 0.792
C -1.86321 -6.16187 3.24851 -0.266 1.976 -0.750
C -2.15660 -6.14969 1.87005 -0.785 -0.302 -1.014
C -2.52165 -7.34656 1.21575 0.343 -0.568 -0.993
C -2.70517 -7.31325 -0.16240 -0.677 -1.119 0.116
C -2.65724 -6.14245 -0.89851 0.295 0.913 1.034
C -2.50678 -4.88119 -0.28533 0.314 -1.073 0.060
S -2.55373 -3.48471 -1.31231 0.208 0.183 0.675
C -2.24763 -4.90620 1.14593 0.647 0.393 -0.096
N -1.98772 -3.68691 1.80179 0.118 -0.966 0.329
H -2.97813 -2.23287 4.30147 0.129 -0.194 -0.291
H -1.55648 -1.72211 3.31813 -0.163 1.089 -0.055
H -1.28989 -2.53988 4.80221 -0.148 -0.078 0.092
H -1.93622 -4.79234 4.91503 0.505 -0.418 0.086
H -1.66228 -7.06591 3.75688 -0.183 -0.830 0.551
H -2.62477 -8.30950 1.74538 0.238 0.748 -0.130
H -2.99673 -8.21665 -0.74485 0.437 0.499 0.780
H -2.72952 -6.18626 -1.96587 -0.243 0.095 -0.371
C -2.23721 4.09951 3.79121 0.664 -0.661 1.539
C -3.40760 3.33901 4.42154 -0.219 0.940 -0.465
C -4.65635 3.95418 3.72915 -0.659 -0.352 1.117
C -3.24980 1.81805 4.44290 -0.313 -0.626 -1.071
N -2.96651 1.29428 3.09281 1.215 -0.567 -2.093
C -1.80311 0.92231 2.43778 -2.284 0.329 0.419
N -2.09108 0.59677 1.18270 0.851 0.239 1.444
N -3.38659 0.80907 1.02983 -1.445 0.692 1.918
N -3.92266 1.24147 2.17375 -0.216 -0.638 -1.533
H -2.39897 5.16461 3.95810 0.235 -0.038 0.054
H -2.17631 3.94613 2.72723 0.133 -0.242 -0.414
H -1.30932 3.76786 4.30593 -0.182 0.459 -0.624
H -3.47321 3.55830 5.48400 0.045 0.456 0.242
H -4.68721 3.76202 2.66440 0.072 -0.230 -0.180
H -4.65430 5.06761 3.85371 0.052 -0.982 0.100
H -5.57925 3.54390 4.19438 0.342 0.341 -0.427
H -4.16908 1.32020 4.80187 0.256 0.284 -0.343
H -2.44838 1.41225 5.07179 0.061 0.650 -0.013
H -0.89903 0.92469 2.95627 1.462 -0.247 0.299
```
Forces are in eV/Å.

Computed properties:
LUMO: 0.020 Ha
Spin multiplicity: 1
Charge: -1
Maximum force: 5.52 eV Å⁻¹
Orbital gap: 2.92 eV

---

What is the formula in the second record?
C43H53ClN7O4SSn

---

The lowest maximum force belongs to which entry?
C43H53CdN4O4Si